[1]
C3H12N6 | ωB97M-V with the def2-TZVPD basis set

Each line ends with the natural charge from an NBO analysis.
Geometry (Å):
C: 5.5773 2.0468 -5.0177  -0.252
C: 4.6282 1.0374 -5.0765  0.440
C: -6.9969 -3.1827 7.9194  -0.008
N: 6.8309 1.7827 -4.9659  -0.060
N: 4.0212 0.1133 -5.3574  -0.458
N: 7.6731 2.6860 -4.9944  -0.469
N: -6.8018 -1.2122 9.2733  -0.593
N: 2.0068 0.0943 -6.4993  -0.899
N: -6.3816 -2.1580 8.4256  -0.195
H: 5.0370 3.1374 -5.0321  0.203
H: -7.9334 -3.5259 8.4237  0.230
H: -6.7254 -3.7855 7.1492  0.243
H: 2.8089 -0.1845 -5.8156  0.433
H: 1.6463 -0.7545 -6.9709  0.433
H: 8.6465 2.4194 -4.8162  0.403
H: 7.4395 3.5857 -4.8668  0.363
H: -6.0052 -0.6291 9.6102  0.443
H: -7.8412 -1.1293 9.3490  0.444
H: 2.5190 0.6933 -7.2072  0.436
H: 1.1862 0.5404 -6.1644  0.428
H: -5.4488 -1.8975 8.0910  0.436

The LUMO energy comes out at -6.076 eV. For the relative energy (zero: lowest compared OMol25 entry of this formula, charge and spin), the calculation gives 172.8 kJ/mol. The value obtained for the energy is -12227.276 eV. Its total charge is +2. Its spin multiplicity is 1. Its HOMO-LUMO gap is 7.84 eV.

[2]
C2H7Cl2N2O2PS | ωB97M-V with the def2-TZVPD basis set

Each line ends with the natural charge from an NBO analysis.
Geometry (Å):
C: -1.2505 -0.7149 2.0156  -0.449
C: 1.4587 1.2970 -2.4430  -0.861
N: 0.4254 -0.5130 -0.9494  -1.303
N: -1.1912 -1.8569 1.0364  -0.838
O: 2.7859 -0.6893 -1.6636  -0.992
O: 2.4435 0.9010 0.0683  -0.928
P: 0.4495 -1.7629 -0.0405  1.683
S: 1.8867 0.2512 -1.0866  2.301
Cl: 0.2288 -3.3294 -1.1637  -0.183
Cl: 1.9491 -2.0679 1.1225  -0.145
H: -1.2712 0.2674 1.6669  0.216
H: -2.1025 -0.6761 2.6177  0.212
H: -0.5453 -0.7132 2.7714  0.182
H: 2.2851 1.7546 -2.8161  0.241
H: 1.1149 0.6593 -3.2638  0.253
H: 0.8479 2.0761 -2.2353  0.231
H: -1.2499 -2.7389 1.5693  0.381

The LUMO energy comes out at 0.392 eV. For the relative energy (zero: lowest compared OMol25 entry of this formula, charge and spin), the calculation gives 129.3 kJ/mol. The value obtained for the energy is -54430.993 eV. Its total charge is 0. Its spin multiplicity is 1. Its HOMO-LUMO gap is 10.28 eV.

[3]
C10H15NO | ωB97M-V with the def2-TZVPD basis set

Each line ends with the natural charge from an NBO analysis.
Geometry (Å):
C: 0.7408 -1.5603 -2.3128  -0.630
C: 1.1687 -0.2279 -1.7051  0.000
C: 0.7670 1.0532 -1.9681  -0.216
C: 1.2783 2.2361 -1.3721  -0.219
C: 2.2146 2.0308 -0.2949  -0.212
C: 2.3878 0.6909 0.2315  -0.238
C: 1.9865 -0.3608 -0.5025  -0.195
H: 1.3300 -2.4199 -2.0412  0.216
H: 0.6850 -1.3988 -3.3086  0.214
H: -0.2645 -1.8152 -2.0702  0.231
H: -0.0497 1.0171 -2.7430  0.209
H: 1.1177 3.2150 -1.6586  0.212
H: 2.7085 3.0376 -0.0838  0.220
H: 2.8739 0.6027 1.1284  0.206
H: 2.2195 -1.3633 -0.0384  0.202
C: -1.1940 1.1192 1.7919  -0.593
C: -1.3507 -0.3745 2.0560  -0.506
C: -2.0753 -1.0513 0.9075  0.675
N: -2.9227 -2.0930 1.1877  -0.816
O: -2.0699 -0.5360 -0.1862  -0.614
H: -0.8897 1.5574 0.9202  0.238
H: -0.5554 1.4507 2.6839  0.196
H: -2.0159 1.7027 2.0564  0.206
H: -0.3220 -0.8436 1.9521  0.225
H: -1.7203 -0.5849 3.0644  0.222
H: -3.4630 -2.3880 0.4567  0.391
H: -2.5851 -2.6959 1.8486  0.377

The LUMO energy comes out at 0.847 eV. Its SMILES is Cc1ccccc1.CCC(N)=O. For the relative energy (zero: lowest compared OMol25 entry of this formula, charge and spin), the calculation gives 213.8 kJ/mol. The value obtained for the energy is -14149.363 eV. Its total charge is 0. Its spin multiplicity is 1. Its HOMO-LUMO gap is 9.42 eV.

[4]
C9H18Cl2LuO | ωB97M-V with the def2-TZVPD basis set

Each line ends with the natural charge from an NBO analysis.
Geometry (Å):
Lu: 2.0971 -0.2288 -0.8277  1.352
Cl: 1.4219 -2.2260 -2.0569  -0.652
Cl: 3.2148 1.7862 -1.6115  -0.631
C: 3.8157 -1.0802 0.0766  -1.503
H: 4.7401 -0.5157 0.2959  0.184
H: 3.9154 -2.1424 0.3615  0.172
C: -1.2088 0.7013 -1.1232  -0.167
C: -0.2595 0.9987 -1.9416  -0.237
H: -1.2571 1.1265 -0.1109  0.170
C: -0.2229 0.5766 -3.3932  -0.447
H: 0.5495 1.7034 -1.6643  0.245
C: -1.5327 -0.0976 -3.8578  -0.388
H: -0.0020 1.4372 -4.0440  0.216
H: 0.6014 -0.1391 -3.5576  0.253
C: -2.1377 -0.9750 -2.7628  -0.405
H: -2.2507 0.6876 -4.1222  0.180
H: -1.3493 -0.6888 -4.7618  0.209
C: -2.3861 -0.1578 -1.4850  -0.438
H: -3.0756 -1.4191 -3.1150  0.193
H: -1.4382 -1.7898 -2.5376  0.236
H: -3.2790 0.4675 -1.6477  0.198
H: -2.6459 -0.8379 -0.6621  0.206
C: -0.1351 -0.8690 3.0855  -0.648
C: 0.7043 -1.2477 1.8827  -0.083
O: 0.8402 -0.1116 0.9727  -0.758
H: 0.2968 -0.0168 3.6192  0.214
H: -0.1638 -1.7155 3.7752  0.222
H: -1.1677 -0.6380 2.8033  0.195
H: 1.7285 -1.5289 2.1338  0.247
H: 0.2639 -2.0652 1.3023  0.183
H: 0.1051 0.5092 1.1176  0.485

The LUMO energy comes out at 2.712 eV. For the relative energy (zero: lowest compared OMol25 entry of this formula, charge and spin), the calculation gives 0.0 kJ/mol. The value obtained for the energy is -70339.767 eV. Its total charge is -1. Its spin multiplicity is 1. Its HOMO-LUMO gap is 3.87 eV.

[5]
C24H35N9O6 | ωB97M-V with the def2-TZVPD basis set

Each line ends with the Löwdin charge.
Geometry (Å):
O: -21.6297 2.7950 20.0284  -0.035
C: -21.8489 2.9445 18.6812  -0.320
C: -22.9257 3.6792 18.1974  -0.036
C: -23.1264 3.8193 16.8185  -0.016
C: -22.2906 3.1746 15.9227  -0.335
O: -22.4173 3.2892 14.5623  0.040
C: -21.1945 2.4792 16.4250  -0.016
C: -20.9339 2.4178 17.7630  -0.005
H: -22.3083 3.2618 20.5579  0.128
H: -23.6263 4.0682 18.9269  0.106
H: -23.9643 4.3921 16.4332  0.114
H: -23.2254 3.7972 14.4129  0.101
H: -20.5203 2.0429 15.6963  0.124
H: -20.0659 1.8978 18.1409  0.109
O: -17.1376 5.0140 27.0063  0.009
C: -16.3133 3.9171 27.2155  -0.319
C: -15.9121 3.5963 28.5202  -0.016
C: -15.0612 2.5276 28.7210  -0.024
C: -14.5353 1.8364 27.6121  -0.327
O: -13.7403 0.7219 27.7639  0.031
C: -14.8853 2.1767 26.3233  -0.003
C: -15.7956 3.2245 26.1566  -0.029
H: -17.1774 5.0203 26.0355  0.032
H: -16.2113 4.2231 29.3491  0.115
H: -14.8065 2.2618 29.7397  0.110
H: -13.7790 0.4603 28.6903  0.097
H: -14.3222 1.6515 25.5642  0.123
H: -16.0631 3.5627 25.1582  0.094
N: -19.6144 0.9468 20.5779  0.134
C: -18.5507 1.3106 21.4127  -0.617
N: -19.0011 2.1730 22.4194  0.148
O: -17.5596 0.6127 21.5590  0.017
H: -20.5027 1.4613 20.5508  0.057
H: -19.5187 0.1597 19.9634  0.094
H: -18.3647 2.4102 23.1591  0.081
H: -19.8875 2.6096 22.2966  0.076
N: -22.3132 6.4322 19.9515  0.185
C: -21.0140 6.0744 19.7465  -0.602
N: -20.1188 7.0830 19.5851  0.175
O: -20.6014 4.8980 19.7579  -0.032
H: -22.9191 5.6358 19.8482  0.066
H: -22.4971 7.2224 20.5441  0.096
H: -20.3588 8.0633 19.6427  0.031
H: -19.1605 6.8095 19.5024  0.045
C: -18.9014 9.8551 21.0944  -0.067
C: -20.2822 9.8904 20.6380  -0.268
N: -21.3082 9.7683 20.1663  0.152
H: -18.3655 10.5704 20.4644  0.093
H: -18.5522 8.8520 20.8610  0.057
H: -18.7732 10.1721 22.1251  0.074
C: -18.7561 6.0392 15.6646  -0.059
C: -18.1215 5.6739 16.9162  -0.262
N: -17.5817 5.5216 17.9168  0.154
H: -19.8311 5.8863 15.6469  0.080
H: -18.2397 5.6600 14.7857  0.086
H: -18.6105 7.1219 15.5730  0.087
C: -16.5294 7.7499 25.2719  -0.069
C: -17.8255 8.1070 24.6934  -0.270
N: -18.8101 8.2671 24.1252  0.140
H: -16.2295 6.8094 24.8042  0.057
H: -16.5001 7.5614 26.3415  0.080
H: -15.7301 8.4462 25.0231  0.076
C: -15.5972 9.6080 21.5477  -0.074
C: -15.5286 10.7982 22.4126  -0.283
N: -15.5546 11.7071 23.1088  0.134
H: -16.3653 8.8892 21.8005  0.053
H: -14.6057 9.1554 21.6415  0.085
H: -15.5973 9.9107 20.5015  0.084
C: -18.4474 5.4464 21.2561  -0.064
C: -18.0441 5.2698 22.6552  -0.239
N: -17.7798 5.0638 23.7392  0.166
H: -18.1229 6.4437 20.9739  0.055
H: -19.4799 5.1664 21.0725  0.048
H: -17.8763 4.7249 20.6671  0.091

The LUMO energy comes out at 0.093 eV. Its SMILES is Oc1ccc(O)cc1.Oc1ccc(O)cc1.NC(N)=O.NC(N)=O.CC#N.CC#N.CC#N.CC#N.CC#N. The value obtained for the energy is -51150.240 eV. Its total charge is 0. Its spin multiplicity is 1. Its HOMO-LUMO gap is 7.92 eV.

[6]
C4H5N3 | ωB97M-V with the def2-TZVPD basis set

Each line ends with the natural charge from an NBO analysis.
Geometry (Å):
N: 2.7432 0.6228 1.2833  -0.754
C: 3.8270 0.3812 1.6616  0.256
C: 0.0588 -0.4383 -0.6789  0.146
C: -1.3515 -0.8197 -0.9921  -0.362
N: -2.1403 0.0751 -0.1673  -0.382
C: -1.2805 0.7797 0.4594  0.211
N: 0.0941 0.5079 0.1893  -0.497
H: 0.9615 -0.8794 -1.0921  0.214
H: -1.6020 -0.6945 -2.0527  0.255
H: -1.5593 -1.8664 -0.7327  0.256
H: -1.5382 1.5583 1.1700  0.201
H: 1.7873 0.7734 0.9523  0.455

The LUMO energy comes out at -0.056 eV. For the relative energy (zero: lowest compared OMol25 entry of this formula, charge and spin), the calculation gives 228.9 kJ/mol. The value obtained for the energy is -8697.440 eV. Its total charge is 0. Its spin multiplicity is 1. Its HOMO-LUMO gap is 10.89 eV.